Below is 2 unconnected molecules or ions with the total composition C2H4O2P2 at a distorted geometry, with properties calculated with the ωB97M-V functional and the def2-TZVPD basis.

Results
- HOMO (alpha / beta) (Eh) = -0.329 / -0.329
- orbital gap (alpha / beta) (hartree) = 0.289 / 0.289
- spin multiplicity = 1
- net charge = 0
- ΔE to the lowest compared entry with this formula, charge and spin (eV) = 2.226

Atoms and positions in Å:
C1 -1.421638 -0.492397 -1.261205
C2 1.891651 -0.000377 0.642859
O1 -0.955478 2.105583 -0.110143
O2 -1.558350 -0.187919 1.050882
P1 -2.207472 -1.297088 0.007855
P2 -0.645923 0.685702 -0.111274
H1 -1.293552 -0.673676 -2.309236
H2 2.329094 -0.234458 -0.307997
H3 2.193984 0.918491 1.106211
H4 1.667686 -0.823862 1.292044

Forces on atoms 1 to 2 (eV/Å):
C -0.10 -0.50 0.94
C -2.80 0.72 -0.95